# 1
16
Properties=species:S:1:pos:R:3:forces:R:3 method="wB97M-V/def2-TZVPD" homo_energy_ev=-9.84 lumo_energy_ev=1.04 homo_lumo_gap_ha=0.400 largest_force_ha_per_bohr=0.0099 de_lowest_kcal_mol=6.45
C 0.3864 1.4059 -0.4668 0.018 0.067 0.019
C -0.3189 0.0516 -0.3763 -0.037 -0.010 -0.009
C -0.0765 -0.7740 -1.6404 0.004 -0.036 -0.043
C 0.1359 -0.7156 0.8669 -0.027 0.047 -0.040
C -0.3439 -0.1279 2.1738 -0.210 0.199 -0.015
O -1.1693 0.7497 2.2691 0.352 -0.365 -0.026
H 0.0425 1.9698 -1.3411 0.042 -0.096 0.123
H 1.4719 1.2694 -0.5647 -0.150 0.009 0.013
H 0.1916 2.0126 0.4227 0.040 -0.078 -0.139
H -1.3962 0.2341 -0.2734 0.141 -0.029 -0.018
H -0.6094 -1.7316 -1.6070 0.081 0.137 0.011
H -0.4164 -0.2326 -2.5305 0.056 -0.073 0.138
H 0.9928 -0.9872 -1.7698 -0.147 0.030 0.026
H -0.2266 -1.7558 0.8431 0.024 0.131 0.040
H 1.2330 -0.7963 0.9039 -0.130 0.032 0.027
H 0.1031 -0.5721 3.0905 -0.056 0.035 -0.108

---

# 2
15
Properties=species:S:1:pos:R:3:forces:R:3 method="wB97M-V/def2-TZVPD" homo_energy_ev="-12.62 / -12.62" lumo_energy_ev="-4.05 / -4.05" homo_lumo_gap_ha="0.315 / 0.315" largest_force_ha_per_bohr=0.0692 charge=+1 de_lowest_kcal_mol=72.25
C -0.0131 -0.3155 0.2620 -1.912 -0.112 -1.834
C 1.8261 -1.3428 -1.6716 -3.260 1.187 0.784
C -2.2085 0.6562 1.0124 -0.695 -0.262 -2.989
N 1.0585 -0.1795 0.9635 0.023 -0.567 1.717
N -2.1982 1.8664 0.4366 -0.110 -0.940 0.727
S 0.0818 -0.6857 -1.4109 0.760 -0.350 0.531
H 1.8404 -1.6673 -2.6324 0.137 -0.243 -3.246
H 2.0036 -2.2127 -1.1693 0.172 -2.123 2.139
H 2.4926 -0.6081 -1.4550 2.102 2.004 0.268
H -1.8409 0.4641 1.9858 0.399 0.431 0.722
H -2.8953 -0.1882 0.5932 1.402 1.947 0.557
H 2.0011 -0.1686 0.6613 0.998 -0.285 -0.798
H -2.6190 2.1577 -0.4269 -0.681 -1.150 -0.496
H 0.9566 -0.4875 1.9135 0.123 0.712 0.701
H -1.6507 2.6658 0.6979 0.544 -0.250 1.218

---

# 3
14
Properties=species:S:1:pos:R:3:forces:R:3 method="wB97M-V/def2-TZVPD" homo_energy_ev=-9.27 lumo_energy_ev=-0.70 homo_lumo_gap_ha=0.315 largest_force_ha_per_bohr=0.1067 de_lowest_kcal_mol=74.42
C -1.9412 -1.3865 -1.9813 0.545 -0.243 1.093
C 0.3104 0.2656 0.2894 -1.012 -4.686 -2.670
C 1.6051 -0.0313 0.8333 2.138 -1.938 0.933
C 1.8585 0.9361 1.7439 -0.554 0.505 -1.771
C 0.6894 1.8202 1.5716 -0.439 0.702 1.147
H -2.2697 -0.9268 -2.9016 0.114 0.460 -0.137
H -1.1754 -2.1221 -2.1820 -0.003 -0.408 -0.093
H -2.8102 -1.7988 -1.4619 0.157 -0.275 -0.229
H 2.1957 -0.9893 0.6323 -0.948 1.762 0.084
H 2.7901 1.1794 2.2064 0.124 -0.078 0.571
H 0.5351 2.7829 2.0702 0.130 -0.368 -0.041
N -0.1327 -0.6611 -0.5557 -0.961 1.154 -0.138
N -0.2578 1.3490 0.8101 -0.169 2.307 0.403
O -1.3973 -0.4174 -1.0747 0.878 1.107 0.849

---

# 4
10
Properties=species:S:1:pos:R:3:forces:R:3 method="wB97M-V/def2-TZVPD" homo_energy_ev=-10.23 lumo_energy_ev=1.12 homo_lumo_gap_ha=0.417 largest_force_ha_per_bohr=0.1030 de_lowest_kcal_mol=37.76
C -0.5868 0.2592 0.4560 -1.953 -4.210 -2.556
C 0.1640 0.8201 -0.6622 1.466 1.922 -0.497
C 0.4490 -0.8961 0.3159 -2.048 0.198 1.379
H -0.4980 0.6771 1.3516 0.449 2.205 3.629
H -0.0927 0.3947 -1.5777 -1.085 -0.685 -1.745
H 0.3963 1.8720 -0.8535 -0.217 0.039 0.568
H 0.6440 -1.4273 1.2306 1.104 0.284 0.627
H 0.1554 -1.6815 -0.3543 -0.239 -0.127 -1.078
O 1.2995 0.0879 -0.2078 2.164 -0.100 -0.121
F -1.9307 -0.1062 0.3016 0.359 0.471 -0.208

---

# 5
8
Properties=species:S:1:pos:R:3:forces:R:3 method="wB97M-V/def2-TZVPD" homo_energy_ev="-9.65 / -8.65" lumo_energy_ev="-1.29 / -1.09" homo_lumo_gap_ha="0.307 / 0.278" largest_force_ha_per_bohr=0.0458 de_lowest_kcal_mol=130.07
N -1.3165 0.0659 0.2879 -0.186 0.047 -0.213
N 1.0076 0.4979 -0.6552 -0.045 -0.187 -0.290
O 0.4480 0.0321 -1.6287 0.357 0.058 -0.381
O 2.1255 0.9677 -0.6175 0.040 -0.023 -0.139
P 0.1289 0.5340 0.9167 0.430 -1.930 1.280
H -1.3331 -0.4077 -0.6106 0.012 0.041 0.146
H -2.1174 -0.0816 0.8798 0.031 0.083 0.061
H 1.0570 -1.6084 1.4277 -0.639 1.910 -0.465

---

# 6
31
Properties=species:S:1:pos:R:3:forces:R:3 method="wB97M-V/def2-TZVPD" homo_energy_ev=-9.92 lumo_energy_ev=0.28 homo_lumo_gap_ha=0.375 largest_force_ha_per_bohr=0.0280
C 3.1107 -0.6930 0.5756 -0.488 0.168 -0.219
C 2.9825 0.8191 0.4205 0.369 -0.206 1.065
O 3.8657 1.4905 1.3421 0.084 -0.295 0.035
C 1.5808 1.3404 0.6842 -0.178 0.303 -1.062
C 0.4778 0.5861 -0.0487 0.517 0.454 1.262
C -0.8680 1.0941 0.4520 0.092 0.474 -0.580
C -2.0581 0.9121 -0.4859 0.055 -0.472 0.533
C -2.1997 -0.4749 -1.0996 -0.624 0.258 0.037
B -2.9248 -1.5801 -0.1878 0.117 -0.365 0.011
N -3.3121 -1.4238 1.2012 -0.343 0.546 -0.573
O -3.1815 -2.7829 -0.8012 1.140 -0.618 0.602
O -0.9375 -1.0681 -1.5212 0.125 0.411 -0.042
S -0.1218 -0.0720 -2.5369 -0.229 0.449 0.302
O 0.8784 -0.9007 -3.1170 0.728 -0.741 -0.560
O 0.6942 0.8511 -1.4374 -0.785 -0.479 -0.172
H 4.0790 -0.9830 0.9624 0.315 -0.001 -0.067
H 2.9606 -1.1649 -0.3887 0.011 -0.258 -0.147
H 2.3456 -1.0800 1.2448 -0.008 -0.100 0.237
H 3.2908 1.1046 -0.5760 0.118 0.129 -0.226
H 4.0898 0.8489 2.0332 -0.061 0.389 -0.227
H 1.5448 2.3508 0.2835 -0.002 0.343 0.151
H 1.3534 1.4248 1.7412 0.114 -0.330 0.289
H 0.6071 -0.4598 0.1978 -0.175 -0.366 -0.440
H -0.7505 2.1654 0.5898 -0.046 0.273 0.152
H -1.0515 0.6867 1.4394 -0.080 -0.307 0.147
H -2.9462 1.0731 0.1183 -0.314 0.135 0.011
H -2.0893 1.6879 -1.2386 0.280 0.173 -0.299
H -2.8079 -0.3695 -1.9997 -0.163 -0.025 -0.180
H -3.6689 -0.5056 1.4320 0.395 0.056 0.300
H -2.5907 -1.7016 1.8537 -0.309 -0.259 0.180
H -2.3525 -3.1755 -1.1330 -0.655 0.259 -0.520